{"formula": "C59H71BCl3KN12O4SeSi", "method": "wB97M-V/def2-TZVPD", "gap_ev": 4.17, "energy_ha": -7945.4501, "lumo_ev": 2.53, "molar_mass_g_mol": 1275.61, "total_charge": -2, "homo_energy_ha": -0.060, "species": ["K", "C", "C", "C", "C", "N", "N", "B", "N", "N", "C", "C", "C", "C", "C", "C", "C", "C", "N", "N", "C", "C", "C", "C", "C", "C", "C", "C", "C", "C", "C", "C", "H", "H", "H", "H", "H", "H", "H", "H", "H", "H", "H", "H", "H", "H", "H", "H", "H", "H", "H", "H", "H", "H", "H", "H", "H", "H", "H", "H", "H", "H", "H", "H", "H", "H", "H", "H", "H", "H", "H", "H", "Se", "N", "C", "C", "C", "C", "C", "N", "C", "C", "N", "C", "C", "C", "C", "C", "N", "H", "H", "H", "H", "H", "H", "O", "C", "C", "C", "C", "C", "C", "N", "H", "H", "H", "H", "H", "H", "H", "C", "Si", "C", "C", "N", "C", "C", "C", "C", "C", "C", "O", "C", "C", "C", "C", "C", "C", "H", "H", "H", "H", "H", "H", "H", "H", "H", "H", "H", "H", "H", "H", "H", "H", "H", "H", "Cl", "C", "Cl", "Cl", "C", "O", "O"], "xyz": [[-0.9727, -1.6172, 0.4036], [-3.7471, 2.0657, 5.4252], [-2.5950, 2.1235, 4.4748], [-1.8604, 3.2447, 4.1476], [-0.9267, 2.8019, 3.1938], [-1.0866, 1.5047, 2.9689], [-2.1102, 1.0935, 3.7440], [-2.5493, -0.3988, 3.8583], [-1.2817, -1.2755, 4.0385], [-0.6993, -2.0958, 3.1413], [0.2747, -2.7414, 3.7738], [0.3394, -2.3125, 5.1126], [-0.6649, -1.3767, 5.2368], [-1.0527, -0.6126, 6.4598], [1.0952, -3.8661, 3.1825], [2.5285, -3.7933, 3.7297], [0.4280, -5.1882, 3.5959], [1.1358, -3.8256, 1.6566], [-3.5327, -0.7855, 2.7349], [-3.2393, -0.8657, 1.4180], [-4.3748, -1.0805, 0.7670], [-5.4388, -1.1456, 1.6884], [-4.8640, -0.9621, 2.9248], [-5.5745, -0.9781, 4.2407], [-4.5340, -1.3335, -0.7199], [-3.2450, -1.1373, -1.5186], [-4.9865, -2.7973, -0.8751], [-5.6070, -0.3861, -1.2745], [0.1768, 3.6190, 2.5665], [0.4202, 3.1941, 1.1162], [-0.1826, 5.1066, 2.5980], [1.4557, 3.3820, 3.3875], [-3.7405, 2.9626, 6.0450], [-3.6982, 1.1896, 6.0711], [-4.6930, 2.0420, 4.8795], [-1.9932, 4.2314, 4.5601], [-3.1685, -0.5092, 4.8774], [1.0155, -2.6367, 5.8869], [-0.3547, -0.8411, 7.2648], [-2.0602, -0.8840, 6.7832], [-1.0392, 0.4641, 6.2773], [2.5696, -4.0953, 4.7784], [2.9023, -2.7696, 3.6543], [3.1856, -4.4580, 3.1619], [0.3849, -5.2883, 4.6825], [0.9769, -6.0426, 3.1877], [-0.5909, -5.2175, 3.2054], [1.5728, -2.8955, 1.2943], [0.1276, -3.9128, 1.2694], [1.7244, -4.6630, 1.2760], [-6.4821, -1.3188, 1.4810], [-6.6216, -1.2310, 4.0759], [-5.5348, -0.0056, 4.7308], [-5.1390, -1.7151, 4.9162], [-2.8678, -0.1150, -1.4454], [-3.4339, -1.3455, -2.5726], [-2.4948, -1.8377, -1.1658], [-4.3049, -3.4538, -0.3329], [-4.9874, -3.0878, -1.9294], [-5.9918, -2.9416, -0.4716], [-5.2647, 0.6466, -1.1975], [-6.5461, -0.4870, -0.7271], [-5.7970, -0.6039, -2.3284], [-0.3703, 3.5694, 0.4657], [0.4414, 2.1079, 1.0384], [1.3749, 3.5934, 0.7686], [-1.1385, 5.2765, 2.0996], [0.5855, 5.6896, 2.0837], [-0.2605, 5.4761, 3.6230], [1.6856, 2.3169, 3.3993], [1.3180, 3.7160, 4.4190], [2.3044, 3.9215, 2.9555], [8.1584, -1.7549, -4.5616], [6.8328, -0.6311, -4.9613], [5.9846, -0.6671, -3.9615], [4.7759, 0.1257, -3.9091], [4.4364, 1.0364, -4.9149], [3.2891, 1.7811, -4.7849], [2.5017, 1.5838, -3.6460], [2.8069, 0.7319, -2.6909], [3.9222, 0.0055, -2.7985], [4.2780, -0.8781, -1.6795], [3.4639, -0.8999, -0.6234], [3.7974, -1.6231, 0.4241], [4.9576, -2.3975, 0.4988], [5.7994, -2.3994, -0.5882], [5.4725, -1.6219, -1.7046], [6.3327, -1.5388, -2.8644], [7.4581, -2.1999, -2.9884], [5.0937, 1.1316, -5.7697], [2.9914, 2.4928, -5.5429], [1.5846, 2.1492, -3.5029], [3.1191, -1.5725, 1.2666], [5.1738, -2.9734, 1.3886], [6.7174, -2.9724, -0.6073], [2.8520, -0.1153, 3.1810], [4.0835, 0.5652, 3.1791], [4.4131, 1.2570, 1.8810], [5.7188, 1.4224, 1.4355], [5.9255, 2.1495, 0.2735], [4.8335, 2.6858, -0.3888], [3.5668, 2.4400, 0.1221], [3.3650, 1.7519, 1.2369], [2.2201, 0.3680, 2.6213], [4.8542, -0.1625, 3.4469], [4.0877, 1.3511, 3.9517], [6.5472, 0.9870, 1.9806], [6.9272, 2.2902, -0.1156], [4.9644, 3.2647, -1.2937], [2.6784, 2.8053, -0.3760], [-1.0615, 5.4269, -2.8570], [-2.1481, 3.8919, -2.4607], [-3.9320, 4.4273, -2.9448], [-2.0948, 3.6961, -0.5877], [-1.6272, 2.4747, -3.2200], [-1.7151, 2.1598, -4.5099], [-2.1014, 3.0794, -5.5334], [-2.2296, 2.7301, -6.8629], [-1.9854, 1.4253, -7.2702], [-1.5786, 0.4934, -6.3186], [-1.4000, 0.8380, -4.9905], [-1.0150, -0.1060, -4.0488], [-0.0998, -1.0552, -4.3597], [-0.0761, -2.2217, -3.5857], [0.9044, -3.1754, -3.7943], [1.8593, -3.0150, -4.7898], [1.8210, -1.8757, -5.5745], [0.8563, -0.9023, -5.3653], [-1.3403, 5.9022, -3.8014], [-0.0122, 5.1298, -2.9320], [-1.1428, 6.1802, -2.0666], [-3.9920, 5.4843, -3.2199], [-4.6363, 4.2601, -2.1257], [-4.2801, 3.8452, -3.8018], [-2.6440, 4.5052, -0.0947], [-1.0721, 3.7127, -0.2095], [-2.5307, 2.7556, -0.2564], [-2.3109, 4.0958, -5.2193], [-2.5336, 3.4760, -7.5913], [-2.1255, 1.1238, -8.3016], [-1.4188, -0.5361, -6.6165], [-0.8188, -2.4131, -2.8214], [0.9104, -4.0624, -3.1733], [2.6175, -3.7711, -4.9576], [2.5562, -1.7346, -6.3591], [0.8679, -0.0021, -5.9608], [-1.7509, -7.3488, 0.3105], [-1.4325, -6.0366, -0.8300], [0.2299, -6.1830, -1.4143], [-2.5469, -6.1875, -2.2056], [-1.7032, -4.5884, -0.1687], [-2.4879, -4.6054, 0.7715], [-1.0884, -3.6692, -0.7329]], "forces_ev_per_a": [[0.867, 1.138, 0.894], [0.054, -0.100, -0.129], [0.101, 0.248, -0.061], [-0.051, -0.048, 0.088], [-0.223, 0.065, 0.088], [0.261, -0.039, -0.246], [-0.207, 0.046, 0.407], [0.154, 0.188, -0.388], [-0.050, 0.011, 0.280], [0.072, -0.280, -0.421], [-0.042, 0.179, 0.313], [-0.022, 0.016, -0.032], [0.165, -0.224, 0.101], [-0.100, 0.050, -0.151], [-0.022, -0.040, -0.069], [-0.086, 0.055, -0.006], [0.041, -0.028, -0.070], [-0.126, 0.116, 0.309], [-0.164, -0.232, 0.327], [-0.078, 0.231, -0.430], [-0.207, -0.025, 0.282], [0.040, 0.033, 0.036], [-0.210, -0.074, -0.229], [0.167, 0.043, 0.010], [0.034, -0.009, 0.020], [-0.203, 0.137, 0.272], [0.043, 0.070, -0.025], [0.106, -0.056, 0.015], [0.255, -0.135, -0.062], [0.604, -0.069, 0.602], [-0.012, -0.066, 0.023], [-0.083, 0.062, 0.030], [-0.002, 0.006, -0.004], [-0.054, 0.000, 0.010], [-0.043, -0.053, 0.069], [-0.009, 0.025, -0.039], [-0.060, 0.085, 0.062], [0.023, 0.030, 0.005], [0.018, 0.002, -0.003], [0.006, 0.048, 0.037], [-0.017, 0.007, 0.024], [0.009, 0.040, 0.026], [0.065, -0.017, -0.026], [-0.012, -0.047, 0.017], [0.014, 0.041, 0.013], [0.019, -0.006, 0.002], [-0.008, -0.039, -0.001], [-0.009, -0.002, -0.050], [-0.016, -0.051, -0.099], [-0.005, 0.023, -0.062], [-0.017, -0.024, 0.045], [0.002, -0.027, -0.040], [0.005, -0.034, 0.080], [-0.029, 0.022, 0.038], [0.050, 0.023, -0.021], [0.065, 0.006, -0.013], [-0.271, -0.149, -0.517], [-0.014, -0.057, -0.033], [-0.042, 0.023, -0.017], [0.004, -0.004, 0.010], [-0.051, 0.060, -0.007], [-0.001, 0.021, -0.008], [0.019, -0.017, -0.008], [2.290, -0.621, 2.242], [0.054, -0.023, -0.086], [-0.099, 0.084, 0.098], [0.009, 0.037, -0.028], [0.021, -0.001, -0.004], [0.010, 0.021, 0.011], [0.062, 0.055, 0.043], [-0.026, -0.015, 0.041], [-0.012, -0.020, -0.012], [0.084, 0.042, -0.094], [-0.217, 0.003, 0.122], [0.412, -0.012, -0.397], [-0.511, 0.222, 0.144], [0.099, -0.111, 0.046], [0.037, -0.081, -0.001], [-0.165, 0.172, -0.148], [0.032, -0.170, 0.329], [0.100, 0.393, -0.591], [0.361, -0.364, 0.310], [-0.162, 0.174, -0.135], [0.078, -0.113, 0.173], [-0.001, 0.021, -0.098], [0.032, 0.077, -0.145], [-0.401, 0.004, 0.412], [0.457, -0.199, -0.133], [-0.270, 0.005, 0.191], [-0.029, 0.031, -0.025], [-0.045, 0.005, 0.030], [-0.082, -0.044, -0.036], [0.053, -0.012, 0.048], [-0.023, -0.007, 0.000], [-0.004, -0.022, 0.033], [-0.024, -0.026, -0.166], [-0.076, 0.051, 0.229], [-0.018, -0.014, 0.038], [-0.018, -0.027, -0.090], [0.047, -0.013, 0.062], [0.023, -0.067, -0.094], [0.132, -0.005, -0.128], [-0.075, -0.094, -0.015], [0.170, 0.072, 0.106], [0.029, 0.040, -0.069], [-0.008, -0.096, 0.056], [-0.018, -0.031, 0.001], [-0.004, 0.015, 0.021], [-0.077, -0.038, -0.030], [0.093, -0.053, -0.122], [-0.071, -0.154, 0.133], [-0.081, 0.001, -0.328], [0.107, -0.114, 0.080], [-0.603, 0.280, -0.701], [0.025, 0.043, 0.389], [0.230, -0.043, 0.175], [0.003, -0.086, -0.065], [-0.008, -0.044, 0.009], [-0.058, -0.033, -0.216], [-0.155, -0.080, 0.284], [-0.222, 0.506, -0.499], [-0.164, -0.183, 0.176], [0.284, -0.208, -0.026], [-0.134, 0.119, -0.014], [0.066, -0.107, -0.018], [0.084, -0.130, 0.021], [0.030, 0.066, 0.023], [0.182, 0.181, 0.061], [-0.014, -0.049, -0.013], [0.033, 0.000, 0.026], [-0.013, 0.031, -0.003], [0.036, 0.030, 0.021], [0.008, -0.024, 0.029], [0.016, -0.016, 0.010], [0.015, 0.070, -0.001], [-2.456, 0.503, -2.243], [-0.047, -0.184, 0.001], [0.022, 0.018, -0.055], [-0.006, 0.017, 0.021], [0.035, 0.002, 0.010], [0.064, -0.004, -0.010], [-0.043, 0.206, 0.001], [-0.059, 0.040, 0.029], [-0.016, -0.005, 0.025], [0.008, 0.047, -0.003], [-0.057, 0.017, -0.037], [0.004, -0.124, 0.085], [-0.094, 0.327, 0.164], [0.204, -0.075, -0.046], [-0.097, -0.006, -0.165], [-0.103, -0.736, -0.064], [0.097, 0.224, -0.027], [-0.084, -0.769, -0.646]]}